No. 1
Formula: C2H4O3PS
Source: OMol25
Level of theory: ωB97M-V/def2-TZVPD

Properties
* orbital gap: 8.247 eV
* max |F|: 4.77 eV Å⁻¹
* HOMO: -4.9 eV
* relative energy (zero: lowest compared OMol25 entry of this formula, charge and spin): 87.0 kcal per mole
* lowest unoccupied orbital energy: 3.37 eV

```
! RIJCOSX wB97M-V def2-TZVPD def2/J DEFGRID3
* xyz -1 1
H 1.2222 2.3535 -0.7595
P -0.1384 2.3941 -0.2440
C -0.2589 0.5109 -0.0668
C -1.3172 -0.2171 0.7668
S 1.0725 -0.7260 -0.6200
O 1.2527 -1.5169 0.5981
O 0.3313 -1.4424 -1.6434
O 2.2779 -0.0030 -1.1029
H -2.0591 0.2817 1.3284
H -0.7663 -0.6330 1.6835
H -1.6167 -1.0018 0.0598
*
```

=====

No. 2
Formula: C17H32CeNO2P2
Source: OMol25
Level of theory: ωB97M-V/def2-TZVPD

Properties
* orbital gap (alpha / beta): 7.881 / 5.306 eV
* max |F|: 2.69 eV Å⁻¹
* HOMO (alpha / beta): -15.4 / -15.5 eV
* relative energy (zero: lowest compared OMol25 entry of this formula, charge and spin): 0.3 kcal per mole
* lowest unoccupied orbital energy (alpha / beta): -7.57 / -10.17 eV

```
! RIJCOSX wB97M-V def2-TZVPD def2/J DEFGRID3
* xyz 2 2
Ce 0.0093 -0.9984 -0.1907
P -2.5004 0.2539 -0.5629
C -2.1812 0.5250 -2.3999
C -0.8219 1.0632 -2.7912
N 0.2690 0.7433 -2.0550
C 1.4760 1.2321 -2.4330
C 1.6277 1.9987 -3.5855
C 0.5190 2.2909 -4.3654
C -0.7244 1.8237 -3.9540
C 2.7155 0.9547 -1.6032
P 2.7283 -0.5834 -0.5491
H -1.6316 2.0119 -4.5217
H 2.6260 2.3467 -3.8541
H 0.6164 2.8633 -5.2825
H 3.6008 0.8737 -2.2564
H 2.8903 1.7886 -0.8988
H -2.3507 -0.4291 -2.8988
H -2.9997 1.1795 -2.7516
H -1.3122 -2.4032 -3.0646
O -2.1417 -2.4672 -3.5739
H -1.8829 -2.2564 -4.4953
H -0.9212 -2.2647 0.8456
O 0.1522 -2.6726 -1.4243
H 0.1433 -3.5483 -1.8474
C 3.2741 -1.8184 -1.7810
H 4.2885 -1.5867 -2.1182
H 3.2629 -2.8082 -1.3137
H 2.5927 -1.8414 -2.6364
C 4.1830 -0.3844 0.4992
H 4.2314 -1.2496 1.1682
H 5.0982 -0.3280 -0.0964
H 4.0610 0.5177 1.1062
C -3.3581 1.7687 -0.0879
H -4.3554 1.8247 -0.5403
H -3.4603 1.8141 1.0049
H -2.7664 2.6340 -0.4046
C -3.9079 -0.9414 -0.6700
H -4.1865 -1.2631 0.3495
H -4.7718 -0.4566 -1.1589
H -3.5905 -1.8200 -1.2592
C 0.7137 1.3456 4.9231
C -0.0337 0.1376 4.3638
C 0.6959 -1.1479 4.7496
C -1.4639 0.1179 4.9012
C -0.0864 0.1646 2.9118
C -0.2060 0.1361 1.6935
H 0.7555 1.2600 6.0132
H 0.2024 2.2792 4.6717
H 1.7378 1.3838 4.5406
H 0.6847 -1.2535 5.8365
H 0.2145 -2.0258 4.3042
H 1.7375 -1.1230 4.4119
H -1.9761 1.0625 4.6880
H -2.0402 -0.7018 4.4577
H -1.4369 -0.0225 5.9854
*
```

=====

No. 3
Formula: C39H39OP2Yb
Source: OMol25
Level of theory: ωB97M-V/def2-TZVPD

Properties
* orbital gap (alpha / beta): 7.737 / 6.991 eV
* max |F|: 2.53 eV Å⁻¹
* HOMO (alpha / beta): -14.1 / -14.1 eV
* lowest unoccupied orbital energy (alpha / beta): -6.38 / -7.13 eV

```
! RIJCOSX wB97M-V def2-TZVPD def2/J DEFGRID3
* xyz 2 2
C -0.8909 0.8880 -2.9653
C 0.4486 0.8126 -2.5325
C 1.3661 0.0656 -3.2928
C 0.9685 -0.5262 -4.4937
C -0.3532 -0.3980 -4.9450
C -1.2901 0.2884 -4.1618
P 0.9145 1.6074 -0.9392
C 2.6277 2.1876 -1.1886
C 3.6881 1.4296 -0.6298
C 5.0113 1.8240 -0.8252
C 5.2920 2.9970 -1.5490
C 4.2493 3.7686 -2.0728
C 2.9238 3.3688 -1.8798
Yb 1.2438 -0.3292 1.0471
P -1.0368 -1.6550 0.5194
C -0.1962 -2.8343 -0.6186
C -0.9357 -3.5715 -1.5624
C -0.2915 -4.0043 -2.7346
C 1.1098 -3.9865 -2.8104
C 1.8581 -3.4771 -1.7454
C 1.2216 -2.8801 -0.6601
C -0.9378 -2.5174 2.0964
C -1.2903 -1.7924 3.2546
C -1.0354 -2.3329 4.5102
C -0.4706 -3.6138 4.6166
C -0.1258 -4.3333 3.4702
C -0.3646 -3.7927 2.2114
C -2.7920 -1.3441 0.2760
C -3.2079 0.0022 0.0947
C -4.5495 0.2684 -0.1604
C -5.4744 -0.7876 -0.2427
C -5.0550 -2.1127 -0.0773
C -3.7144 -2.3985 0.1859
C -0.0510 3.1475 -0.9021
C -0.4870 3.7962 -2.0687
C -1.2814 4.9436 -1.9803
C -1.5940 5.4775 -0.7264
C -1.1265 4.8578 0.4429
C -0.3536 3.6994 0.3652
H -1.7421 -0.7977 3.1514
H -1.2866 -1.7557 5.3989
H -0.3041 -4.0585 5.5939
H 0.3254 -5.3210 3.5422
H -0.0873 -4.3405 1.3163
H -2.0010 -3.7506 -1.3958
H -0.8919 -4.3547 -3.5780
H 1.5960 -4.3848 -3.7034
H 2.9437 -3.5301 -1.7656
H 1.8500 -2.4890 0.1593
H -2.4686 0.8148 0.1471
H -4.8719 1.3065 -0.2901
H -6.5292 -0.5779 -0.4334
H -5.7744 -2.9293 -0.1504
H -3.3783 -3.4275 0.3308
H -0.2211 3.4009 -3.0523
H -1.6453 5.4071 -2.8998
H -2.2021 6.3812 -0.6777
H -1.3605 5.2815 1.4212
H 0.0185 3.2230 1.2803
H 3.4843 0.5172 -0.0413
H 5.8217 1.2118 -0.4174
H 6.3195 3.3109 -1.7117
H 4.4529 4.6856 -2.6363
H 2.1133 3.9858 -2.2706
H 2.4022 -0.0212 -2.9479
H 1.6997 -1.0721 -5.0939
H -0.6445 -0.8281 -5.9081
H -2.3384 0.3813 -4.4577
H -1.6445 1.3817 -2.3445
H -1.4687 -1.0029 -1.8814
H -2.0988 -1.4254 -1.9099
C 2.7321 0.7169 4.7299
C 1.3350 0.2543 4.3769
C 0.2610 1.1098 5.0157
O 1.1855 0.1948 2.9787
H 2.8789 1.7304 4.3574
H 3.4643 0.0484 4.2768
H 2.8826 0.7496 5.8217
H 1.1990 -0.7545 4.7815
H 0.3410 2.1523 4.6809
H -0.7335 0.7395 4.7687
H 0.3690 1.0936 6.1120
*
```